Here is C17H23N2O8RuS2Si as an isolated structure from the OMol25 dataset. Energies are from ωB97M-V/def2-TZVPD.

Structure (XYZ):
```
54
Properties=species:S:1:pos:R:3:forces:R:3
Ru 0.007 -0.331 -0.385 0.09 0.00 0.11
O 3.854 -1.640 0.446 0.09 -0.05 0.00
S 2.604 -0.994 0.682 -0.15 -0.05 -0.18
O 1.416 -1.878 0.622 0.18 0.06 0.06
O 2.298 0.153 -0.209 0.02 -0.07 -0.02
C 2.700 -0.282 2.323 -0.09 0.15 0.08
C 3.857 -0.580 3.025 -0.06 0.04 -0.04
C 4.087 -0.030 4.279 0.05 -0.01 0.03
C 3.166 0.835 4.834 0.00 0.02 0.05
C 1.997 1.136 4.148 0.02 -0.03 -0.09
C 1.750 0.585 2.900 0.12 -0.13 -0.05
S 0.144 0.953 2.214 -0.22 0.00 -0.12
O -0.574 1.699 3.207 -0.04 0.01 0.10
O 0.292 1.661 0.924 0.01 -0.04 0.15
O -0.442 -0.370 1.889 0.05 0.15 0.05
H 4.577 -1.240 2.565 0.01 0.00 0.02
H 4.995 -0.277 4.813 0.00 -0.01 -0.01
H 3.344 1.273 5.807 -0.01 0.00 -0.01
H 1.252 1.791 4.576 0.01 0.00 0.02
C -3.507 0.488 1.701 -0.04 0.03 -0.01
C -2.906 0.524 0.330 -0.06 -0.03 -0.01
O -2.315 -0.454 -0.157 0.05 0.16 -0.05
N -3.040 1.662 -0.374 0.24 -0.01 0.05
C -2.436 1.806 -1.694 -0.05 0.02 0.08
C -1.066 2.445 -1.693 0.03 -0.17 -0.09
C -0.904 3.811 -1.553 -0.06 0.02 -0.09
C 0.371 4.347 -1.616 0.03 0.03 0.02
C 1.440 3.504 -1.861 0.00 0.06 -0.04
C 1.198 2.149 -1.979 -0.12 -0.13 -0.06
N -0.026 1.617 -1.874 0.15 0.44 0.31
H -3.678 -0.547 1.983 0.00 0.00 -0.01
H -4.436 1.055 1.741 -0.01 -0.01 0.02
H -2.794 0.918 2.408 0.01 0.00 -0.02
H -3.353 2.484 0.117 -0.10 -0.03 -0.04
H -3.111 2.387 -2.321 -0.01 0.02 0.02
H -2.348 0.805 -2.111 -0.03 0.01 -0.07
H -1.769 4.447 -1.410 0.01 0.00 0.00
H 0.527 5.410 -1.486 -0.01 0.00 -0.02
H 2.449 3.881 -1.942 0.00 -0.01 0.00
H 2.005 1.448 -2.144 0.01 0.00 0.06
C -2.261 -2.786 -3.178 -0.02 0.12 -0.02
Si -0.645 -2.891 -2.246 -0.12 -0.02 -0.20
C 0.611 -3.799 -3.271 0.14 -0.01 0.02
C -0.962 -3.771 -0.628 0.16 0.22 0.21
O -0.100 -1.334 -2.016 -0.15 -0.58 -0.09
H -2.759 -3.757 -3.212 0.00 0.01 -0.03
H -2.102 -2.443 -4.203 -0.04 0.01 0.02
H -2.928 -2.079 -2.677 -0.02 -0.05 -0.02
H 0.322 -4.844 -3.410 0.00 0.01 -0.03
H 1.591 -3.781 -2.787 -0.03 -0.01 -0.02
H 0.708 -3.332 -4.253 0.02 -0.04 0.00
H -1.702 -4.563 -0.750 0.01 -0.03 -0.03
H -1.349 -3.070 0.119 -0.08 -0.06 -0.01
H -0.049 -4.199 -0.210 0.00 -0.01 -0.02
```
Forces are in eV/Å.

- 2S+1 = 6
- expectation value of S² = 8.7579
- HOMO-LUMO gap (spin up / spin down) (eV) = 9.01 / 8.31

=====

Here is a 11-piece molecular cluster, C31H84N2O11 overall from the OMol25 dataset. Energies are from ωB97M-V/def2-TZVPD.

Structure (XYZ):
```
128
Properties=species:S:1:pos:R:3:forces:R:3
N -17.473 -7.702 -7.463 0.01 -0.87 0.35
C -18.542 -6.961 -7.834 3.46 0.03 0.33
N -19.653 -7.558 -7.503 -3.63 -1.86 0.72
O -18.498 -5.888 -8.326 0.25 3.83 -1.56
H -17.823 -8.625 -7.249 1.57 -0.40 0.19
H -16.491 -7.520 -7.611 -0.55 0.01 -0.42
H -20.494 -7.018 -7.654 0.05 -0.50 -0.28
H -19.619 -8.559 -7.633 -0.83 0.08 0.30
C -15.460 -11.244 -10.814 0.79 -0.74 0.04
C -15.466 -10.735 -9.361 -0.38 0.95 -0.40
C -14.621 -11.490 -8.274 -0.04 0.65 -2.11
O -15.064 -9.344 -9.365 0.72 -0.75 1.83
H -14.732 -10.758 -11.465 -0.11 0.53 0.19
H -16.465 -11.143 -11.223 0.15 0.16 -0.24
H -15.176 -12.290 -10.926 -0.22 -0.37 0.38
H -16.527 -10.853 -9.142 -0.12 0.46 0.85
H -13.603 -11.425 -8.659 0.31 -0.21 0.22
H -14.925 -12.536 -8.304 0.01 -0.02 0.31
H -14.624 -11.065 -7.270 -0.46 0.07 -0.21
H -15.412 -8.718 -10.004 -0.73 -0.79 -0.80
C -20.112 -10.088 -5.535 -0.82 0.10 0.08
C -18.608 -10.301 -5.564 -0.38 -1.01 1.01
C -18.190 -11.577 -4.888 2.01 0.05 0.45
O -17.997 -10.380 -6.850 -0.31 1.39 0.30
H -20.620 -10.610 -4.725 0.36 -0.56 0.05
H -20.577 -10.435 -6.458 -0.15 0.26 -0.07
H -20.379 -9.061 -5.284 0.08 0.20 -0.74
H -18.227 -9.489 -4.944 0.73 0.24 -0.66
H -18.310 -11.576 -3.805 -0.86 -0.52 -0.12
H -17.103 -11.543 -4.958 0.40 0.05 0.02
H -18.372 -12.480 -5.472 -0.97 -0.11 0.47
H -18.296 -11.208 -7.231 -0.28 -0.26 -0.40
C -17.982 -13.439 -9.408 -1.15 -0.07 -1.25
C -19.352 -13.520 -8.689 2.18 -3.32 0.32
C -19.384 -14.862 -7.759 0.28 3.31 -1.93
O -19.503 -12.356 -7.951 -1.09 0.51 0.21
H -17.905 -14.166 -10.216 -0.25 -0.43 0.08
H -17.053 -13.568 -8.854 -0.36 0.41 0.55
H -18.036 -12.511 -9.978 0.57 0.33 0.28
H -20.155 -13.653 -9.415 0.05 0.33 -0.24
H -19.195 -15.602 -8.536 -0.28 -0.65 0.74
H -20.358 -14.824 -7.272 0.24 -0.76 0.14
H -18.531 -14.677 -7.106 -0.22 -0.66 0.33
H -20.432 -12.162 -8.094 -0.09 0.73 0.56
C -19.508 -9.572 -10.932 1.54 0.67 -0.14
C -20.869 -10.039 -11.200 -1.12 2.49 1.18
C -21.726 -8.847 -11.671 -0.11 -0.87 0.24
O -20.866 -10.964 -12.191 -0.30 -2.49 -1.01
H -19.447 -8.918 -10.063 0.10 0.22 -0.17
H -19.289 -9.036 -11.856 0.80 0.43 0.28
H -18.757 -10.356 -10.836 -0.18 -0.22 0.16
H -21.304 -10.320 -10.241 -0.40 -1.23 -0.26
H -21.183 -8.302 -12.442 0.03 0.38 0.17
H -22.023 -8.240 -10.815 -0.01 0.34 -0.35
H -22.587 -9.303 -12.159 -0.35 0.29 0.21
H -20.675 -10.508 -13.014 0.05 -0.03 -0.18
C -11.625 -15.342 -9.942 0.01 0.19 -1.48
C -11.364 -14.837 -11.431 -0.98 0.48 0.95
C -11.600 -13.295 -11.538 0.47 -1.55 -0.02
O -10.077 -15.260 -11.912 -0.04 0.40 0.95
H -12.556 -15.053 -9.453 -0.53 0.54 -0.83
H -10.916 -14.892 -9.247 0.56 -0.75 -0.36
H -11.726 -16.427 -9.981 0.83 -0.08 0.42
H -12.035 -15.320 -12.142 -0.72 -0.06 0.39
H -12.665 -13.076 -11.471 -0.06 -0.06 0.01
H -11.234 -13.012 -12.525 0.05 0.48 0.15
H -11.088 -12.788 -10.721 0.17 0.20 -0.22
H -10.126 -15.212 -12.870 0.13 0.00 -0.05
C -11.990 -9.077 -10.654 -0.97 1.06 -0.65
C -11.250 -9.556 -11.919 -0.49 -1.38 3.23
C -12.132 -10.201 -12.858 -1.95 -2.16 -0.99
O -10.558 -8.615 -12.565 1.84 2.95 -1.33
H -12.812 -8.422 -10.942 -0.23 0.26 -0.47
H -11.426 -8.416 -9.995 0.52 -0.58 0.15
H -12.564 -9.842 -10.132 0.64 -0.32 0.21
H -10.563 -10.318 -11.551 0.44 -0.23 -0.05
H -12.956 -9.621 -13.274 -0.10 0.54 0.33
H -12.575 -11.041 -12.322 -0.27 -0.19 -0.45
H -11.595 -10.575 -13.730 0.23 -0.26 0.04
H -11.025 -8.475 -13.392 0.33 0.48 -0.11
C -13.274 -13.795 -15.021 1.42 -0.72 1.28
C -14.600 -13.161 -15.273 0.85 -0.19 0.02
C -15.151 -12.572 -13.954 0.20 0.61 -0.60
O -14.303 -12.251 -16.379 -1.69 -0.03 0.73
H -13.177 -14.492 -14.188 -0.78 -0.44 0.03
H -12.601 -13.033 -14.628 0.34 0.46 -0.50
H -12.841 -14.307 -15.880 -0.08 0.26 -0.17
H -15.280 -13.956 -15.578 -0.26 0.32 -0.60
H -14.687 -11.613 -13.726 0.07 0.10 -0.14
H -14.895 -13.222 -13.118 -0.08 -0.23 -0.13
H -16.231 -12.422 -13.951 0.01 -0.02 -0.15
H -13.351 -12.185 -16.491 -0.01 -0.11 0.22
C -9.806 -13.767 -7.213 1.27 -1.43 -1.41
C -9.471 -12.351 -6.754 -2.99 -2.33 0.59
C -10.295 -11.251 -7.353 1.51 1.55 -1.65
O -10.062 -12.408 -5.481 0.81 0.34 3.51
H -9.278 -14.076 -8.116 -0.26 0.25 -0.59
H -10.843 -14.096 -7.274 -0.35 0.91 -0.26
H -9.428 -14.530 -6.532 0.40 0.47 0.63
H -8.385 -12.337 -6.655 -0.15 0.95 0.00
H -11.332 -11.524 -7.549 0.15 -0.28 -0.05
H -9.823 -10.839 -8.245 -0.34 -0.15 -0.59
H -10.292 -10.388 -6.688 -0.06 -0.18 0.28
H -11.006 -12.570 -5.532 0.07 0.01 -0.34
C -14.196 -6.317 -8.348 1.31 0.58 -0.59
C -14.976 -5.613 -9.455 -2.29 1.42 1.65
C -15.220 -4.068 -9.226 0.11 -2.11 -0.04
O -14.426 -5.817 -10.708 0.66 -0.42 -1.09
H -14.640 -6.551 -7.381 -0.58 0.01 -0.37
H -13.369 -5.656 -8.087 0.36 0.11 0.10
H -13.737 -7.196 -8.799 -0.20 -0.32 0.33
H -15.994 -6.002 -9.470 -0.01 -0.44 -0.31
H -14.383 -3.545 -9.688 0.11 0.37 0.64
H -15.352 -4.037 -8.144 0.23 0.98 -0.04
H -16.143 -3.764 -9.719 0.08 -0.02 0.04
H -13.502 -5.557 -10.673 0.26 0.00 -0.18
C -17.302 -7.547 -13.662 1.65 -1.17 0.15
C -15.870 -7.929 -13.143 -1.45 -0.32 -0.58
C -14.851 -7.063 -13.761 0.91 0.38 -1.22
O -15.810 -7.887 -11.754 -0.24 -0.57 0.75
H -17.975 -8.344 -13.346 -0.22 0.32 0.09
H -17.154 -7.647 -14.737 -0.67 0.46 -0.19
H -17.614 -6.560 -13.321 -0.02 -0.09 -0.17
H -15.664 -8.937 -13.502 -0.20 -0.47 0.22
H -14.941 -6.060 -13.346 0.30 0.20 -0.41
H -14.969 -7.121 -14.844 -0.55 0.71 -0.16
H -13.828 -7.441 -13.746 0.19 0.03 1.06
H -15.258 -7.138 -11.516 0.34 0.47 0.35
```
Forces are in eV/Å.

- relative energy (zero: lowest compared OMol25 entry of this formula, charge and spin) (kJ/mol) = 577.2
- HOMO-LUMO gap (eV) = 9.49
- SMILES string = NC(N)=O.CC(C)O.CC(C)O.CC(C)O.CC(C)O.CC(C)O.CC(C)O.CC(C)O.CC(C)O.CC(C)O.CC(C)O

=====

Here is a 2-piece molecular cluster, CH4N2O2 overall from the OMol25 dataset. Energies are from ωB97M-V/def2-TZVPD.

Structure (XYZ):
```
9
Properties=species:S:1:pos:R:3:forces:R:3
C 1.391 -0.285 0.009 0.52 -0.51 0.09
N -2.607 0.989 0.044 0.13 -1.07 0.09
N -0.944 -0.234 -0.070 -3.25 -0.29 0.24
O -0.997 -1.409 0.136 1.41 1.85 -0.30
O 0.179 0.457 -0.142 0.73 -0.42 0.03
H 1.296 -1.252 -0.487 0.07 0.11 0.04
H 1.605 -0.437 1.070 -0.05 0.03 -0.13
H 2.167 0.315 -0.459 -0.10 0.00 0.06
H -2.089 1.857 -0.102 0.55 0.29 -0.14
```
Forces are in eV/Å.

- relative energy (zero: lowest compared OMol25 entry of this formula, charge and spin) (kJ/mol) = 707.9
- HOMO-LUMO gap (spin up / spin down) (eV) = 8.94 / 8.88

=====

Here is a 2-piece molecular cluster, C6H16O overall from the OMol25 dataset. Energies are from ωB97M-V/def2-TZVPD.

Structure (XYZ):
```
23
Properties=species:S:1:pos:R:3:forces:R:3
C -2.427 2.932 -1.237 -4.36 4.17 2.12
C -2.028 1.629 -1.848 3.07 3.31 0.76
C -0.841 1.307 -0.923 -0.66 2.55 -0.33
C -0.510 -0.114 -1.046 3.15 -0.98 1.08
C 0.480 -0.576 0.204 -0.03 -0.59 -2.52
H -3.293 2.510 -0.372 2.74 2.05 -1.86
H -1.653 3.842 -0.812 -1.44 -3.52 -0.67
H -3.032 3.724 -1.844 0.49 -1.94 0.40
H -1.789 1.749 -2.884 0.86 0.03 -0.72
H -2.767 0.941 -1.852 -2.59 -2.16 0.57
H -0.110 2.082 -1.308 0.12 -1.38 0.51
H -1.066 1.778 0.120 0.21 -1.65 -1.45
H -0.048 -0.267 -2.047 0.81 0.23 0.71
H -1.359 -0.731 -1.301 -0.77 -0.38 1.36
H 0.050 -0.379 1.245 0.61 0.08 -1.72
H 0.643 -1.675 0.069 -0.51 0.90 0.22
H 1.578 -0.190 0.021 -2.35 -0.14 0.67
C 1.981 -2.572 1.784 1.03 1.31 -1.46
O 3.110 -2.330 2.671 -2.16 -1.82 1.96
H 2.634 -2.343 0.905 -1.67 -1.16 -0.59
H 1.385 -3.587 1.824 1.65 1.83 -0.01
H 1.285 -1.693 1.790 0.64 -1.41 0.85
H 2.737 -2.749 3.473 1.18 0.67 0.11
```
Forces are in eV/Å.

- relative energy (zero: lowest compared OMol25 entry of this formula, charge and spin) (kJ/mol) = 450.1
- HOMO-LUMO gap (eV) = 10.85
- SMILES string = CCCCC.CO

=====

no.,maximum force (eV Å⁻¹),electronic energy (Eh)
1,0.6,-2553.857020
2,4.1,-2168.490300
3,3.3,-300.218014
4,6.4,-313.272107